Molecular formula: C45H56GeN4Si4TeV
Method: DFT, wB97M-V/def2-TZVPD

XYZ file:
```
112
Properties=species:S:1:pos:R:3:mulliken_charge:R:1
V -0.46226 3.28508 -1.06893 -1.025
C -5.28918 3.49402 -3.50473 -0.477
C -5.27904 3.73423 -2.13094 -0.891
C -4.13784 4.19473 -1.49826 0.296
C -2.95250 4.42457 -2.21761 -0.125
C -2.97840 4.18158 -3.59361 -0.277
C -4.12675 3.71863 -4.22536 -0.448
N -1.74756 4.80062 -1.62164 -0.231
C -1.71486 5.74675 -0.59442 1.055
C -2.65739 6.73482 -0.32568 -0.425
C -2.42245 7.70849 0.64758 -0.820
C -1.22780 7.71596 1.35354 -0.383
C -0.26806 6.73343 1.11350 -0.987
C -0.51430 5.73511 0.17755 -0.330
N 0.30393 4.67366 -0.12625 1.124
N 1.64261 4.63807 0.23620 -1.296
C 2.21245 3.68256 -0.42922 0.089
C 3.63709 3.45694 -0.38002 -0.908
C 4.21925 2.63796 -1.27727 -0.246
C 3.42739 1.95400 -2.25857 -0.512
C 2.08099 2.09804 -2.20713 -0.313
N 1.43315 2.90151 -1.31368 0.281
H -6.18231 3.12578 -3.99407 0.374
H -6.17021 3.53780 -1.54433 0.354
H -4.12329 4.34669 -0.42596 0.462
H -2.06873 4.35834 -4.15601 0.361
H -4.11093 3.53465 -5.29414 0.379
H -3.57535 6.75654 -0.90140 0.397
H -3.17520 8.46508 0.84236 0.351
H -1.04273 8.47826 2.10254 0.341
H 0.66683 6.70432 1.65871 0.437
H 4.20349 3.99914 0.36498 0.463
H 5.29364 2.49098 -1.25551 0.371
H 3.87236 1.29042 -2.98753 0.399
H 1.44086 1.53087 -2.87535 0.149
C -1.11722 2.28569 0.37380 0.042
Ge -1.02542 0.34924 0.53697 1.653
C -1.11698 0.01267 -1.55783 0.101
C -1.47691 1.00684 -2.46444 -0.463
C -1.71405 0.75140 -3.81535 -0.458
C -1.56864 -0.53682 -4.30125 -0.999
C -1.18267 -1.55441 -3.42792 -0.382
C -0.97123 -1.27391 -2.08622 0.400
C -2.73588 -0.77096 0.66107 -0.035
C -2.93952 -1.73791 1.64543 -0.131
C -4.13847 -2.43639 1.74798 -0.650
C -5.18528 -2.15242 0.87998 -0.589
C -5.01582 -1.17635 -0.09522 -0.587
C -3.80110 -0.50582 -0.20631 -0.436
C -0.97607 0.36368 2.65811 -0.395
C -2.15178 0.83678 3.25583 0.034
C -2.27207 1.00100 4.62950 -0.814
C -1.20088 0.69670 5.46453 -0.500
C -0.02272 0.22973 4.90189 -0.441
C 0.07804 0.06668 3.51939 0.062
H -1.67489 2.77098 1.17670 0.631
H -1.66299 2.02360 -2.10111 0.302
H -2.02212 1.55485 -4.47364 0.364
H -1.76300 -0.75302 -5.34561 0.329
H -1.05303 -2.56453 -3.80463 0.295
H -0.68770 -2.08209 -1.41504 -0.607
H -2.14471 -1.93973 2.35738 0.548
H -4.26154 -3.19294 2.51548 0.396
H -6.12704 -2.68361 0.96461 0.317
H -5.82945 -0.93613 -0.77120 0.416
H -3.68243 0.24191 -0.98444 0.380
H -3.00403 1.08378 2.62662 0.355
H -3.20156 1.36733 5.05318 0.372
H -1.28599 0.82448 6.53807 0.348
H 0.82624 -0.00236 5.53770 0.390
H 1.00795 -0.30173 3.10503 -0.336
C 4.28203 -4.53000 2.64687 -1.090
Si 3.00560 -3.13705 2.59478 0.434
C 1.57901 -3.59337 3.73511 -0.969
C 3.86051 -1.62900 3.31548 -1.108
Si 2.15708 -2.68727 0.46506 0.699
Te 1.58993 -0.27224 0.36750 -0.485
Si 0.76680 -4.49035 -0.04747 0.668
C -0.93143 -4.49961 0.72954 -0.915
C 1.66278 -6.03489 0.57918 -1.173
C 0.53615 -4.78181 -1.89674 -1.085
Si 3.89342 -2.76959 -1.09061 0.384
C 3.29851 -2.10579 -2.74124 -0.610
C 5.26495 -1.63911 -0.47585 -0.929
C 4.64858 -4.47593 -1.38269 -1.069
H 4.68710 -4.63502 3.65862 0.378
H 5.11326 -4.30588 1.97010 0.218
H 3.85770 -5.49126 2.34409 0.296
H 1.89847 -3.63732 4.78123 0.424
H 1.14339 -4.56144 3.46766 0.279
H 0.78899 -2.83849 3.65586 0.141
H 3.95813 -1.71762 4.40252 0.366
H 3.29738 -0.71936 3.08868 0.269
H 4.86073 -1.50442 2.88706 0.302
H -0.87522 -4.38104 1.81594 0.234
H -1.43873 -5.44500 0.51136 0.468
H -1.55084 -3.68468 0.34899 0.080
H 1.78018 -6.02581 1.66681 0.238
H 2.66311 -6.11876 0.13989 0.242
H 1.09286 -6.92940 0.30617 0.423
H -0.29682 -4.19425 -2.28901 0.119
H 0.32537 -5.84034 -2.08024 0.493
H 1.42894 -4.51015 -2.46527 0.144
H 2.79216 -1.14897 -2.57692 -0.135
H 2.58167 -2.77884 -3.21951 0.265
H 4.13230 -1.94327 -3.43273 0.407
H 4.84852 -0.64761 -0.26762 0.169
H 6.06318 -1.52869 -1.21737 0.407
H 5.70634 -2.01760 0.45272 0.211
H 3.94200 -5.14235 -1.88852 0.274
H 4.93691 -4.95218 -0.43947 0.259
H 5.54308 -4.39016 -2.00843 0.374
```

The calculation puts the orbital gap (alpha / beta) at 4.8 / 5.1 eV. For the total energy, the calculation gives -174543.7989 eV. As for the charge: -2. The value obtained for the energy above the lowest of the compared OMol25 structures with the same formula, charge and spin is 71.2 kcal per mole. Its expectation value of S² is 0.9663. The calculation puts the max |F| at 0.036 hartree/bohr. Its spin multiplicity is 2.

***

Molecular formula: C45H58ClN11S2SiY
Method: DFT, wB97M-V/def2-TZVPD

XYZ file:
```
119
Properties=species:S:1:pos:R:3:mulliken_charge:R:1
Y 0.97321 0.15747 0.44313 -1.764
C -4.08465 -2.06808 3.02784 -0.861
Si -2.64924 -3.12464 3.61304 0.244
C -1.97908 -2.50598 5.24772 -0.913
C -3.30122 -4.86915 3.89132 -1.175
C -1.33580 -3.22919 2.27375 0.661
C -1.04217 -4.43118 1.63861 -0.279
C -0.10252 -4.50769 0.61866 -1.053
C 0.52871 -3.34032 0.24654 -0.829
N 0.25853 -2.16514 0.81679 1.093
C -0.63587 -2.09108 1.82277 -0.547
S -0.84366 -0.49492 2.49167 -0.142
H -4.86490 -2.02815 3.79388 0.431
H -4.52431 -2.48079 2.11618 0.252
H -3.75393 -1.05128 2.81387 0.144
H -2.77532 -2.43431 5.99343 0.336
H -1.51830 -1.52569 5.12767 0.184
H -1.21538 -3.18972 5.62807 0.311
H -4.08925 -4.85389 4.64886 0.295
H -2.51707 -5.54582 4.23940 0.323
H -3.73001 -5.28930 2.97800 0.297
H -1.56150 -5.33431 1.94097 0.336
H 0.10436 -5.42537 0.08870 0.454
H 1.28127 -3.32105 -0.53389 0.423
C -2.61447 3.76272 -0.50502 -1.389
N -2.13416 3.01252 -1.64470 1.013
C -2.42828 3.53740 -2.96316 -1.588
C -1.35157 1.91313 -1.43362 -0.051
N -0.78487 1.65012 -0.31092 0.792
N -1.26070 1.07430 -2.52451 0.565
C -0.53784 -0.11204 -2.66096 -0.439
N -0.82081 -0.77472 -3.80888 -0.235
N 0.35143 -0.48158 -1.80752 1.519
H -3.53407 4.27276 -0.78963 0.461
H -1.89444 4.51023 -0.15400 0.215
H -2.85332 3.08608 0.31547 0.446
H -3.43475 3.26332 -3.30044 0.295
H -1.68637 3.19399 -3.68038 0.573
H -2.37094 4.62703 -2.93276 0.384
H -0.89649 2.41863 0.34293 -0.845
H -2.03066 1.15893 -3.16511 0.469
H -1.59594 -0.43626 -4.35710 0.242
H -0.76962 -1.81131 -3.80474 -0.163
H 0.76921 -1.36172 -2.12909 -0.839
C 3.65042 0.69724 -2.48364 -1.029
C 2.70716 1.80502 -2.84417 0.840
C 2.45958 2.13816 -4.16988 -0.758
C 1.64969 3.21744 -4.49754 -1.010
C 1.11033 3.99108 -3.48317 -0.779
C 1.32308 3.67155 -2.14484 1.660
C 0.76260 4.55706 -1.06338 -1.535
C 2.09010 2.54473 -1.82441 -1.229
N 2.19725 2.10485 -0.48900 2.154
C 2.89522 2.83871 0.38236 0.609
C 3.87664 3.89317 -0.06202 -2.592
C 2.70605 2.60433 1.76443 0.247
C 3.51706 3.39125 2.76046 -2.117
N 1.79163 1.70037 2.13240 2.295
C 1.50858 1.54694 3.51712 -1.647
C 0.42486 2.24824 4.05749 1.525
C -0.41677 3.13290 3.18051 -0.888
C 0.09931 2.07106 5.39615 -1.200
C 0.83216 1.20680 6.19446 -0.942
C 1.89874 0.51360 5.64727 -1.093
C 2.25157 0.66848 4.31075 1.670
C 3.37182 -0.13607 3.71684 -1.170
H 4.30182 0.45845 -3.32655 0.579
H 3.11636 -0.20908 -2.20740 -0.362
H 4.26366 0.95649 -1.62165 0.219
H 2.91747 1.54484 -4.95219 0.426
H 1.46433 3.46627 -5.53522 0.394
H 0.51256 4.86486 -3.72397 0.495
H -0.16684 5.02391 -1.39711 0.513
H 1.45892 5.36120 -0.80716 0.366
H 0.57614 3.99327 -0.14999 -0.167
H 3.99258 3.88252 -1.14404 0.446
H 4.85551 3.71122 0.38797 0.528
H 3.56710 4.89942 0.23640 0.374
H 3.55055 4.44947 2.49615 0.444
H 4.55120 3.03281 2.78859 0.364
H 3.10594 3.29866 3.76327 0.443
H 0.19723 3.76294 2.53334 0.052
H -1.06291 3.76965 3.78589 0.522
H -1.05611 2.51581 2.54009 0.090
H -0.74826 2.60786 5.80820 0.387
H 0.56832 1.06732 7.23558 0.395
H 2.46959 -0.17300 6.26269 0.387
H 3.96197 -0.60879 4.50250 0.487
H 4.03560 0.46544 3.09554 0.175
H 2.98744 -0.92403 3.06566 0.095
N 4.17302 -1.65101 0.23244 -1.039
C 3.16286 -1.08426 0.29961 0.502
C 3.91771 -2.93511 -2.87585 -1.438
C 2.80940 -3.92143 -2.67004 1.222
C 3.07637 -5.19768 -2.18124 -0.732
C 1.99449 -6.05118 -2.10481 -0.155
N 0.75936 -5.70764 -2.44142 -0.547
C 0.56267 -4.43254 -2.84208 0.152
S -1.03290 -3.93978 -3.26237 -0.531
N 1.57615 -3.53596 -2.98250 -0.419
H 4.65263 -3.34539 -3.57368 0.490
H 4.41944 -2.71573 -1.93286 0.266
H 3.51759 -2.02015 -3.29882 0.236
H 4.07257 -5.50054 -1.89255 0.418
H 2.12313 -7.07220 -1.75157 0.383
Cl -5.08484 1.48026 -1.14316 -0.221
C -4.79246 0.05238 -2.10579 0.720
C -5.46328 -0.06512 -3.30473 -0.544
C -5.27222 -1.19286 -4.09774 -0.415
C -4.41042 -2.20309 -3.66917 -0.685
C -3.74527 -2.08457 -2.47095 -0.486
C -3.89380 -0.94105 -1.63744 0.468
C -3.13278 -0.83421 -0.46990 -1.278
H -6.13984 0.72148 -3.61182 0.446
H -5.79712 -1.27914 -5.04016 0.386
H -4.25208 -3.08223 -4.28051 0.396
H -3.06058 -2.85734 -2.14313 0.591
H -2.43472 -1.61601 -0.20624 0.171
H -3.17558 0.03365 0.17091 0.333
```

The calculation puts the orbital gap (alpha / beta) at 6.5 / 5.4 eV. For the total energy, the calculation gives -107120.5927 eV. As for the charge: -1. The value obtained for the energy above the lowest of the compared OMol25 structures with the same formula, charge and spin is 0.0 kcal per mole. The calculation puts the max |F| at 0.009 hartree/bohr.